i | CH5N3OS | ωB97M-V with the def2-TZVPD basis set

Calculated values
- HOMO level: -8.40 eV
- Structure (SMILES): NNC(=S)NO
- Multiplicity: 1

Cartesian coordinates (Å):
1 C -0.2650 -0.2371 -0.6682
2 H 0.5209 2.1292 1.0060
3 H 1.8829 1.1510 0.8888
4 H 0.7088 1.4150 -1.2474
5 H -0.1786 -0.5502 1.3877
6 H -1.4513 -2.2701 -0.4568
7 N 0.9003 1.2140 0.8269
8 N 0.4994 0.8528 -0.4598
9 N -0.4922 -0.9172 0.4417
10 O -1.2584 -2.0748 0.4715
11 S -0.8669 -0.7125 -2.1904

Atom charges from the Mulliken analysis, given in e for atoms 1 to 4:
1 C 0.44
2 H 0.23
3 H 0.21
4 H 0.15

---

ii | CH5N3OS | ωB97M-V with the def2-TZVPD basis set

Calculated values
- HOMO level: -9.62 eV
- Structure (SMILES): [H]/N=C(/NO)NS
- Multiplicity: 1

Cartesian coordinates (Å):
1 C -0.2476 0.7221 -0.2739
2 H 2.4423 -0.2975 1.2889
3 H 0.4517 -1.1654 -0.6589
4 H 0.6712 2.2547 0.0602
5 H -2.2185 0.3678 0.7949
6 H -1.2886 -1.8326 -0.6529
7 N 0.8084 -0.2651 -0.6019
8 N -0.3708 1.9263 0.0112
9 N -1.5430 0.0072 -0.1332
10 O -1.2263 -1.4967 0.1760
11 S 2.5212 -0.2207 -0.0104

Atom charges from the Mulliken analysis, given in e for atoms 1 to 4:
1 C 0.41
2 H 0.14
3 H 0.36
4 H 0.27

---

Order of stability, best first: i, ii

---

i | C11H15N2 | ωB97M-V with the def2-TZVPD basis set

Calculated values
- HOMO level: -10.19 eV
- Structure (SMILES): CC#[N+]C[C@@H]1C=CC=C/C1=C/NC
- Multiplicity: 1
- Charge: +1

Cartesian coordinates (Å):
1 C 1.8510 -2.1084 0.0415
2 C 1.4616 -1.6608 -1.2933
3 C 1.2383 -1.6044 1.1401
4 C 0.3266 -0.8876 -1.4399
5 C -0.0256 -0.7270 1.0400
6 C -0.5523 -0.5519 -0.3197
7 C 1.9880 1.8050 0.0335
8 C 0.3472 0.7658 1.6741
9 C -1.8184 -0.0756 -0.6344
10 C 3.0935 1.9531 -0.8292
11 C -4.1999 0.3875 -0.1726
12 N 1.2680 1.2922 0.8057
13 N -2.8186 0.1717 0.1673
14 H 2.7309 -2.8285 0.2468
15 H 2.1817 -2.0115 -1.9759
16 H 1.5140 -1.8573 2.2024
17 H 0.1224 -0.6117 -2.3668
18 H -0.8498 -0.8835 1.8400
19 H 0.6759 0.5189 2.6034
20 H -0.6436 1.2593 1.5911
21 H -2.1724 0.0588 -1.6143
22 H 3.9298 1.3032 -0.5664
23 H 3.4552 2.9092 -0.6051
24 H 2.7391 1.8005 -1.9540
25 H -4.4845 1.1704 0.6078
26 H -4.1608 0.7782 -1.0979
27 H -4.7409 -0.4698 -0.2263
28 H -2.4563 0.1042 1.1020

Atom charges from the Mulliken analysis, given in e for atoms 1 to 4:
1 C -0.27
2 C -0.62
3 C -0.70
4 C -1.02

---

ii | C11H15N2 | ωB97M-V with the def2-TZVPD basis set

Calculated values
- HOMO level: -12.22 eV
- Structure (SMILES): C=C=N[C@@H]1[C@@H]2C=[N+](CCC)C=C[C@@H]21
- Multiplicity: 1
- Charge: +1

Cartesian coordinates (Å):
1 C -1.8890 1.8885 -0.9561
2 C -1.7024 0.5035 -1.5074
3 C -1.0524 2.2909 0.2795
4 C -0.8921 -0.3130 -0.8152
5 C -0.6148 2.7435 -1.1334
6 C 1.2490 2.5872 -2.5677
7 C 1.8722 2.8117 -3.6479
8 C -0.2811 1.2425 0.8962
9 C 0.7064 -3.1227 2.0009
10 C -0.2384 -2.0172 1.5716
11 C 0.6431 -0.9280 0.8995
12 N 0.5322 2.1470 -1.6886
13 N -0.2013 0.1195 0.2841
14 H -2.6976 2.5007 -1.1073
15 H -2.2566 0.2511 -2.3347
16 H -1.4289 2.9968 1.1104
17 H -0.6296 -1.4124 -1.1417
18 H -0.7464 3.7026 -1.3682
19 H 1.2111 2.6140 -4.5448
20 H 2.8634 3.1289 -3.5841
21 H 0.1774 1.4787 1.7513
22 H 0.1486 -3.7889 2.7397
23 H 1.2483 -3.7087 1.2728
24 H 1.3805 -2.7931 2.6871
25 H -0.9053 -1.4008 2.3039
26 H -1.0037 -2.5806 0.8661
27 H 1.3773 -0.6664 1.5777
28 H 1.2755 -1.2181 0.0322

Atom charges from the Mulliken analysis, given in e for atoms 1 to 4:
1 C -0.21
2 C -1.04
3 C -0.61
4 C 0.02

---

Order of stability, best first: i, ii

---

i | C2H2O3 | ωB97M-V with the def2-TZVPD basis set

Calculated values
- HOMO level: -10.43 eV
- Multiplicity: 1

Cartesian coordinates (Å):
1 C 1.7915 0.0200 -0.0481
2 C 0.3067 -0.0820 -0.4205
3 O 2.5975 0.8030 0.1974
4 O 1.6379 -1.2599 0.0597
5 O -0.6169 0.0412 0.4992
6 H -0.1906 -0.4471 -1.2492
7 H -0.4576 0.3910 1.3651

Atom charges from the Mulliken analysis, given in e for atoms 1 to 4:
1 C 0.55
2 C 0.05
3 O -0.47
4 O -0.45

---

ii | C2H2O3 | ωB97M-V with the def2-TZVPD basis set

Calculated values
- HOMO level: -10.90 eV
- Multiplicity: 1

Cartesian coordinates (Å):
1 C -1.0922 1.1160 1.1107
2 C 1.6008 0.0911 -0.1585
3 O -1.6865 1.4949 1.9909
4 O -0.0562 -1.2538 -0.9527
5 O 1.9195 0.7583 -1.0189
6 H -0.0147 -1.6839 -0.0942
7 H -0.6707 -0.5226 -0.8773

Atom charges from the Mulliken analysis, given in e for atoms 1 to 4:
1 C 0.11
2 C 0.13
3 O -0.13
4 O -0.63

---

iii | C2H2O3 | ωB97M-V with the def2-TZVPD basis set

Calculated values
- HOMO level (alpha / beta): -10.33 / -10.20 eV
- Multiplicity: 1

Cartesian coordinates (Å):
1 C -0.8472 -0.4361 -0.0181
2 C 0.1567 0.6374 0.0174
3 O -2.0302 -0.2324 0.0535
4 O 1.4068 0.4923 0.0182
5 O 1.8994 -0.6875 -0.0002
6 H -0.4130 -1.4454 -0.1121
7 H -0.1725 1.6717 0.0413

Atom charges from the Mulliken analysis, given in e for atoms 1 to 4:
1 C 0.10
2 C -0.01
3 O -0.42
4 O 0.11

---

Order of stability, best first: ii, i, iii

---

i | C3H7NOS | ωB97M-V with the def2-TZVPD basis set

Calculated values
- HOMO level: -9.10 eV
- Structure (SMILES): NC(=O)CCS
- Multiplicity: 1

Cartesian coordinates (Å):
1 C -0.3932 -0.3643 -0.1831
2 C 0.6606 0.1080 0.8155
3 S 1.4141 -1.3435 1.6079
4 C -0.9205 0.8022 -1.0116
5 N -1.7706 0.4347 -2.0068
6 O -0.5338 1.9426 -0.8751
7 H 0.1326 -0.9328 -0.9510
8 H -1.1817 -0.9859 0.2303
9 H 1.3672 0.7629 0.3319
10 H 0.1750 0.7073 1.5864
11 H 2.6890 -0.9366 1.6388
12 H -2.2181 1.1776 -2.5128
13 H -2.1634 -0.4898 -1.9629

Atom charges from the Mulliken analysis, given in e for atoms 1 to 4:
1 C -0.68
2 C -0.57
3 S -0.26
4 C 0.47

---

ii | C3H7NOS | ωB97M-V with the def2-TZVPD basis set

Calculated values
- HOMO level: -8.66 eV
- Structure (SMILES): CC(=S)N(C)O
- Multiplicity: 1

Cartesian coordinates (Å):
1 C -0.9039 -1.8548 0.0724
2 C 0.9531 0.1178 -0.1387
3 C 0.9481 1.6062 0.0705
4 H -1.9090 -2.0517 -0.5978
5 H -0.9867 -1.8314 1.3292
6 H 0.1243 -2.5114 -0.3023
7 H -1.6292 0.8823 -1.0301
8 H 1.8769 1.8430 0.0265
9 H 0.2152 2.2310 -0.5903
10 H 0.9970 2.0502 1.1386
11 N -0.4720 -0.3475 0.0208
12 O -1.5510 0.6126 0.0357
13 S 2.3371 -0.7465 -0.0345

Atom charges from the Mulliken analysis, given in e for atoms 1 to 4:
1 C -0.70
2 C 0.32
3 C -1.12
4 H 0.25

---

Order of stability, best first: i, ii

---

i | C3H7NOS | ωB97M-V with the def2-TZVPD basis set

Calculated values
- HOMO level: -8.49 eV
- Structure (SMILES): OCC/C=N\S
- Multiplicity: 1

Cartesian coordinates (Å):
1 C 1.2096 -0.5613 -0.1056
2 C 0.4953 0.6468 0.5555
3 C -0.5837 1.2289 -0.3131
4 H -0.0810 -1.2916 -1.3358
5 H 2.1221 -0.8343 0.4138
6 H 1.7254 -0.5274 -1.1971
7 H -0.3017 0.3638 1.4152
8 H 1.1584 1.4862 0.8103
9 H -0.5033 2.2979 -0.7851
10 H -1.5555 -1.2609 1.3904
11 N -1.5914 0.6315 -0.6198
12 O 0.2602 -1.5558 -0.3152
13 S -2.3543 -0.6238 0.0864

Atom charges from the Mulliken analysis, given in e for atoms 1 to 4:
1 C -0.42
2 C -0.40
3 C -0.06
4 H 0.40

---

ii | C3H7NOS | ωB97M-V with the def2-TZVPD basis set

Calculated values
- HOMO level: -9.21 eV
- Multiplicity: 1

Cartesian coordinates (Å):
1 O -1.7149 -0.0549 -0.4240
2 C -1.5476 -0.5684 -1.6274
3 N -0.4768 -1.0351 -2.2038
4 C -0.2390 1.4018 1.6633
5 C 0.8070 1.0882 0.5365
6 S 1.5328 -0.5730 0.8466
7 H -2.4909 -0.6026 -2.2999
8 H 0.2922 -1.3126 -1.5454
9 H 0.3812 1.4682 2.5527
10 H -0.8123 0.4216 1.6193
11 H 1.6522 1.8815 0.2807
12 H 0.2956 1.1376 -0.3777
13 H -0.9089 2.3287 1.6087

Atom charges from the Mulliken analysis, given in e for atoms 1 to 4:
1 O -0.50
2 C 0.19
3 N -0.45
4 C -0.84

---

iii | C3H7NOS | ωB97M-V with the def2-TZVPD basis set

Calculated values
- HOMO level: -8.84 eV
- Multiplicity: 1

Cartesian coordinates (Å):
1 C 1.9846 -0.1656 0.3107
2 C -0.7244 -0.1542 -0.3380
3 C -1.9754 -0.8970 -0.0600
4 H 1.7242 -0.6747 1.6446
5 H 1.6876 1.0962 0.0561
6 H 3.3707 -0.3000 -0.0167
7 H -1.9049 -1.6647 0.8087
8 H -2.8124 -0.1044 -0.0570
9 H -2.2688 -1.5521 -0.9228
10 H 0.5004 2.7822 0.1363
11 N -0.8408 1.0777 -0.0969
12 O 0.3499 1.6825 -0.7623
13 S 0.9092 -1.1261 -0.7028

Atom charges from the Mulliken analysis, given in e for atoms 1 to 4:
1 C -0.67
2 C 0.43
3 C -0.82
4 H 0.20

---

Order of stability, best first: i, ii, iii

---

i | C2H4N2O2S | ωB97M-V with the def2-TZVPD basis set

Calculated values
- HOMO level: -9.87 eV
- Multiplicity: 1

Cartesian coordinates (Å):
1 C 0.7035 0.6624 0.4785
2 C 1.4476 -0.2392 -0.4541
3 N 1.6630 -1.4710 -0.3855
4 N -2.6931 0.8812 -0.2815
5 O 0.4168 1.7930 0.1669
6 O -1.0414 -0.9012 0.2813
7 S -2.4152 -0.6100 -0.1049
8 H 0.6297 0.1148 1.5373
9 H 1.9568 0.0920 -1.4246
10 H 1.2982 -1.8853 0.4330
11 H -1.9659 1.5633 -0.2463

Atom charges from the Mulliken analysis, given in e for atoms 1 to 4:
1 C 0.09
2 C 0.11
3 N -0.54
4 N -0.42

---

ii | C2H4N2O2S | ωB97M-V with the def2-TZVPD basis set

Calculated values
- HOMO level: -9.70 eV
- Structure (SMILES): O=C(/C=N/S)NO
- Multiplicity: 1

Cartesian coordinates (Å):
1 C 1.0955 -0.7483 0.0344
2 C -0.3906 -0.8750 0.2367
3 H 0.2332 1.8138 -0.2473
4 H 2.6120 0.5879 -0.1849
5 H -0.6626 -1.8401 0.6575
6 H -3.2404 0.9074 -0.4793
7 N 1.5961 0.4980 -0.2319
8 N -1.1777 0.0410 -0.1447
9 O 1.0029 1.6286 0.3245
10 O 1.7899 -1.7491 -0.0067
11 S -2.8584 -0.2642 0.0415

Atom charges from the Mulliken analysis, given in e for atoms 1 to 4:
1 C 0.18
2 C 0.21
3 H 0.37
4 H 0.27

---

Order of stability, best first: ii, i

---

i | C2H2Cl2O2S | ωB97M-V with the def2-TZVPD basis set

Calculated values
- HOMO level (alpha / beta): -8.61 / -8.67 eV
- Multiplicity: 1

Cartesian coordinates (Å):
1 C 0.4695 -0.0982 -0.6807
2 C -0.6862 -0.5782 -0.0663
3 O 2.3773 0.2657 2.4865
4 O 0.3437 0.5529 -1.7700
5 S 1.9809 1.4354 1.6714
6 Cl -2.2208 -0.3224 -1.1216
7 Cl -0.9492 0.1093 1.4922
8 H -0.6268 -1.7319 0.1290
9 H -0.6884 0.3675 -2.1405

Atom charges from the Mulliken analysis, given in e for atoms 1 to 4:
1 C -0.37
2 C 0.45
3 O -0.29
4 O -0.25

---

ii | C2H2Cl2O2S | ωB97M-V with the def2-TZVPD basis set

Calculated values
- HOMO level: -10.36 eV
- Multiplicity: 1

Cartesian coordinates (Å):
1 C 2.1302 0.1833 -2.0292
2 C 0.9952 -0.1832 -1.9681
3 O -2.0600 0.7348 1.3802
4 O -0.6938 -1.3691 1.0886
5 S -0.5370 0.0424 1.0577
6 Cl -0.5757 -0.3992 -2.0013
7 Cl 0.5699 0.6271 2.7909
8 H 3.1061 0.1431 -1.7168
9 H -2.9351 0.2207 1.3981

Atom charges from the Mulliken analysis, given in e for atoms 1 to 4:
1 C -0.08
2 C -0.06
3 O -0.52
4 O -0.39

---

Order of stability, best first: ii, i

---

i | C3H6N2O3 | ωB97M-V with the def2-TZVPD basis set

Calculated values
- HOMO level: -9.26 eV
- Structure (SMILES): COC(=O)N/C=N/O
- Multiplicity: 1

Cartesian coordinates (Å):
1 C -2.3492 0.4762 0.0729
2 C -0.2401 0.8653 -0.7028
3 C 1.7799 -0.4140 -0.0071
4 H -2.9185 -0.3533 0.5213
5 H -2.7375 0.6787 -0.9842
6 H -2.3555 1.4195 0.6057
7 H 1.6490 1.3308 -1.1767
8 H 2.8360 -0.2153 0.1573
9 H 1.6307 -2.6992 1.7746
10 N 1.0931 0.6177 -0.6849
11 N 1.2102 -1.3637 0.6023
12 O -1.0114 0.0256 -0.0753
13 O -0.7280 1.8741 -1.2288
14 O 2.1413 -2.2422 1.1257

Atom charges from the Mulliken analysis, given in e for atoms 1 to 4:
1 C -0.61
2 C 0.68
3 C -0.16
4 H 0.22

---

ii | C3H6N2O3 | ωB97M-V with the def2-TZVPD basis set

Calculated values
- HOMO level: -9.42 eV
- Structure (SMILES): [H]/N=C\N(O)C(=O)CO
- Multiplicity: 1

Cartesian coordinates (Å):
1 C -1.2680 -0.9189 -0.3749
2 C 0.2633 -0.7746 -0.2482
3 C 0.3279 1.7082 -0.1914
4 H -1.9378 -1.0614 1.4547
5 H -1.6230 -0.2792 -1.1870
6 H -1.2962 -1.8652 -0.7878
7 H 2.3900 -0.7124 0.2548
8 H 1.0758 2.7421 0.0427
9 H -1.7033 0.9826 -0.3840
10 N 0.8009 0.3915 -0.0081
11 N -0.9948 1.9614 -0.2665
12 O -1.9918 -0.4947 0.7231
13 O 0.9750 -1.7822 -0.3161
14 O 2.0809 0.2313 0.5200

Atom charges from the Mulliken analysis, given in e for atoms 1 to 4:
1 C -1.01
2 C 0.83
3 C 0.11
4 H 0.34

---

Order of stability, best first: i, ii